Here is a 4-piece molecular cluster, C4H5NO overall at a distorted geometry from OMol25. Energies are from the ωB97M-V functional and the def2-TZVPD basis.

Cartesian coordinates (Å):
H: 0.18 -2.25 2.03
C: 0.97 0.29 0.03
C: 0.72 -1.38 1.69
H: -0.51 -1.40 0.04
H: 1.68 -1.15 2.14
H: -1.17 3.16 -0.32
C: 0.29 -0.84 0.54
N: 1.51 1.22 -0.38
H: -0.64 2.56 -1.38
C: -1.24 0.42 -2.44
O: -1.83 -0.09 -1.61

Output
ΔE to the lowest compared entry with this formula, charge and spin: 4.8653 eV
HOMO: -10.564 eV

---

Here is C28H42BCl30N3O2S as an isolated structure at a distorted geometry from OMol25. Energies are from the ωB97M-V functional and the def2-TZVPD basis.

Cartesian coordinates (Å):
C: -4.77 6.98 0.35
H: -4.13 1.53 -3.96
H: -2.96 8.41 0.52
Cl: -2.44 6.15 6.42
C: 5.67 -7.45 -0.04
C: -2.00 1.15 -4.67
H: 1.09 3.91 -4.58
C: -5.13 -4.29 -1.33
C: -3.34 2.00 -4.61
H: -3.42 -1.30 -1.21
Cl: 0.24 -4.77 4.81
Cl: 6.09 1.96 -1.88
Cl: 5.01 4.43 -0.76
Cl: -2.90 -5.04 3.33
Cl: -6.29 -2.96 -1.19
C: -3.01 -10.81 1.90
Cl: 0.06 -4.37 -0.14
H: -1.78 0.57 -3.74
C: -2.36 -1.54 -1.23
Cl: -3.66 -7.84 3.63
H: -1.34 6.42 -0.02
H: -1.90 -6.68 4.69
C: -4.18 6.03 6.17
Cl: 3.92 -0.26 1.48
C: 0.20 1.87 -1.51
H: -5.57 7.72 0.59
C: -5.06 5.57 0.07
H: -2.17 0.39 -5.49
N: 0.69 1.19 0.84
Cl: -4.88 4.74 7.16
N: 1.20 0.92 -1.77
C: -3.32 7.37 0.32
H: -1.36 3.16 1.51
Cl: -1.74 -3.67 -5.99
H: -0.01 -5.24 -5.69
C: 1.24 6.93 5.71
Cl: 7.31 6.56 -3.38
Cl: -4.39 4.27 2.86
H: 9.49 6.02 -4.08
H: -3.18 3.08 -4.35
H: -2.06 4.28 -2.83
C: -2.44 6.22 0.02
N: -4.23 4.54 -0.25
Cl: 7.11 -4.19 0.10
Cl: 0.19 -2.44 3.06
H: -6.15 5.30 0.13
H: -2.67 -10.88 2.93
H: 1.93 -4.00 3.36
H: 6.14 -7.14 0.89
Cl: 4.10 -6.65 -0.19
H: 4.35 3.30 -2.72
H: -3.75 2.01 -5.67
Cl: 0.67 6.21 7.22
H: 5.98 -0.44 0.35
C: 5.29 0.38 0.57
C: 5.30 3.50 -2.23
H: -4.38 5.82 5.12
H: 5.94 4.08 -2.89
H: -4.04 3.17 4.91
H: -3.22 -9.77 1.66
Cl: 5.50 -9.21 -0.03
H: 6.30 -7.16 -0.88
C: -0.07 1.99 0.00
C: -3.86 2.92 3.87
H: -4.54 -4.15 -2.24
H: 2.32 6.99 5.73
C: -1.82 3.78 -0.61
H: 0.55 -4.69 2.47
C: -2.90 4.86 -0.28
C: 0.36 -5.30 -1.62
H: 9.34 6.05 -2.31
Cl: -2.05 -2.62 -2.60
H: -4.64 6.98 6.44
Cl: 8.67 3.98 -3.23
Cl: -1.72 -11.39 0.84
Cl: 6.16 1.62 1.48
H: 8.88 -3.05 1.15
C: -2.92 -6.43 4.41
C: -0.52 2.69 -2.56
Cl: 7.90 -1.40 -0.23
C: -1.09 -5.30 -5.75
H: -0.59 -5.49 -2.11
Cl: -4.03 -4.33 0.06
H: -3.50 -6.18 5.29
H: 0.92 6.31 4.88
H: 1.00 -4.71 -2.28
Cl: -1.70 -6.01 -4.25
H: 7.29 -2.52 1.75
C: -1.52 3.64 -2.10
Cl: -1.43 -0.05 -1.36
S: 1.66 0.38 -0.27
C: 7.86 -2.79 0.87
H: -5.67 -5.23 -1.38
Cl: 1.15 -6.84 -1.26
Cl: -2.14 2.58 3.65
C: 0.85 -4.06 3.31
C: -1.13 3.00 0.41
O: 1.20 2.94 -4.49
H: 4.93 0.81 -0.36
Cl: -4.48 -11.76 1.70
H: -2.09 -2.05 -0.31
H: -1.39 -5.93 -6.58
H: -4.44 2.03 3.60
B: -0.11 2.50 -4.11
C: 8.87 5.74 -3.24
O: -0.91 1.99 -5.13
Cl: 0.58 8.56 5.49

Output
HOMO: -8.737 eV

---

Here is C4H3Li2O2Pr as an isolated structure at a distorted geometry from OMol25. Energies are from the ωB97M-V functional and the def2-TZVPD basis.

Cartesian coordinates (Å):
C: -0.41 -0.46 0.96
H: -1.12 0.39 1.03
H: -0.94 -1.64 1.32
Li: 0.08 1.53 -1.31
O: 1.72 0.57 -1.15
Pr: 1.61 -1.60 -1.41
O: -1.78 -0.47 -0.89
Li: -3.29 0.32 -0.34
C: 1.67 0.80 0.22
H: 2.49 1.47 0.51
C: 0.90 0.24 1.19
C: -0.95 -1.15 -0.15

Output
Total charge: +1
Multiplicity: 4
HOMO (alpha / beta): -9.326 / -9.333 eV

---

Here is C41H41I2O4RhSe as an isolated structure from OMol25. Energies are from the ωB97M-V functional and the def2-TZVPD basis.

Cartesian coordinates (Å):
H: -4.32 -2.12 1.32
C: -1.89 -3.77 2.26
Rh: 0.84 0.40 0.86
C: -5.33 -0.27 0.94
C: -1.41 -2.17 -0.16
H: -0.46 -2.69 0.00
C: 4.78 5.48 1.86
C: 2.38 -3.60 -1.85
C: 0.71 0.68 4.45
C: 1.20 -2.87 -1.87
H: -2.07 -0.48 -1.35
H: 0.89 5.00 -0.18
C: 3.43 5.72 1.62
H: 3.03 6.71 1.81
H: -1.71 -4.26 1.31
H: -2.07 -5.62 3.32
H: -1.36 2.77 -4.75
H: 5.58 1.47 1.80
H: -0.99 1.83 -2.50
C: -1.70 -1.43 1.15
H: 4.52 -3.54 -1.72
C: 5.70 6.57 2.33
C: 0.10 -0.77 -4.34
C: -0.21 -0.03 -3.21
H: 0.90 6.07 1.23
C: -0.02 -0.60 -1.80
O: 0.11 0.53 -0.94
H: -2.55 -2.07 5.66
H: -3.81 2.69 0.34
C: -1.34 -1.30 -1.42
H: -2.40 -4.38 -3.54
H: -4.33 -2.57 -3.19
C: 5.08 1.83 0.90
C: -0.63 1.02 -5.77
I: -0.21 2.09 3.29
C: 2.47 -0.85 -1.70
H: 6.31 3.98 1.83
H: 0.52 -1.77 -4.24
C: 1.13 5.06 0.88
C: 1.23 -1.48 -1.76
C: 3.11 3.46 0.89
H: -4.19 -1.52 -1.76
H: 1.41 1.04 5.18
H: -6.32 -0.71 1.04
C: 3.65 -1.58 -1.68
C: -0.11 -0.25 -5.61
H: -4.83 -3.16 -1.59
C: -2.37 -2.56 4.71
Se: 1.99 2.28 -0.11
H: 6.49 6.74 1.60
H: 0.14 -0.85 -6.48
C: 4.46 3.17 1.15
O: -0.55 -0.72 1.54
C: -4.11 -2.54 -2.12
H: 0.17 -0.25 4.57
C: -2.34 -3.94 4.62
C: -2.10 -4.54 3.39
C: -2.16 -1.79 3.57
H: -6.07 1.71 0.54
H: 2.52 0.23 -1.73
C: -2.70 -3.07 -1.88
H: 4.36 1.08 0.60
H: 2.33 -4.68 -1.93
H: -1.82 1.27 0.63
O: -1.74 -2.20 -2.44
H: 0.26 -3.38 -1.99
O: -2.45 -3.09 -0.48
C: -2.49 -4.45 -2.46
C: -2.80 0.84 0.73
C: -3.93 1.64 0.56
C: -0.74 1.25 -3.37
H: 5.16 7.51 2.46
H: 6.17 6.31 3.27
H: 4.60 -1.07 -1.61
C: -5.20 1.09 0.67
C: -1.93 -2.38 2.33
C: 3.60 -2.97 -1.74
H: 0.48 4.36 1.41
C: -2.93 -0.52 1.00
C: -4.21 -1.06 1.11
C: 2.58 4.74 1.13
H: 5.83 1.91 0.11
C: -0.95 1.77 -4.64
H: -2.19 -0.71 3.64
I: 2.77 -0.72 2.20
C: 5.26 4.19 1.64
H: -1.58 -4.89 -2.05
H: -3.33 -5.11 -2.21
H: -2.51 -4.55 5.50
H: -0.78 1.43 -6.76

Output
Multiplicity: 5
ΔE to the lowest compared entry with this formula, charge and spin: 1.7749 eV
HOMO (alpha / beta): -8.202 / -8.507 eV